No. 1
ORCA calculation (the ωB97M-V functional and the def2-TZVPD basis) on the molecule C18H28N2O2.

The geometry in ORCA input format:
```
! wB97M-V def2-TZVPD RIJCOSX def2/J DEFGRID3
* xyz 0 1
H 4.24 3.86 -1.46
H 4.35 -0.01 0.29
O 1.38 -0.90 -0.19
H -2.66 -2.20 -2.22
H 4.31 1.45 -1.11
H -1.69 -0.24 -1.10
C 4.34 -2.21 1.90
H -4.33 -1.15 0.10
H 2.16 5.12 -0.99
H -3.19 0.68 -1.13
C -3.77 0.30 2.82
H -4.03 -3.05 -1.50
C -3.61 -2.06 -1.71
C -3.37 -1.34 -0.38
C -1.28 1.76 0.53
H -2.79 -2.00 0.27
H -4.36 1.09 0.91
C 1.09 2.01 -0.19
H -1.72 -0.13 1.41
C 2.29 1.29 -0.40
C -4.57 -1.31 -2.63
H -4.77 -1.90 -3.52
C -3.49 1.11 1.57
N -0.04 1.30 0.20
H -3.32 2.16 1.84
C -2.25 0.61 0.80
H -2.93 0.36 3.51
H 2.88 -2.56 0.34
C 3.36 3.35 -1.09
N 3.57 -0.65 0.19
H -3.94 -0.74 2.58
O -1.59 2.93 0.60
H -4.65 0.69 3.33
C 1.07 3.39 -0.39
C 2.36 -0.17 -0.14
H 3.61 -1.80 2.60
C 4.85 -2.59 -0.54
H 5.28 -1.69 2.03
C 3.84 -2.04 0.46
H -4.15 -0.36 -2.94
H 0.11 0.29 0.18
H -5.52 -1.13 -2.12
H 5.80 -2.08 -0.44
C 2.20 4.05 -0.83
H 5.00 -3.65 -0.38
H 0.15 3.92 -0.20
H 4.49 -3.26 2.12
C 3.40 1.99 -0.87
C -2.60 -0.03 -0.55
H 4.48 -2.45 -1.56
*
```

Relative energy (zero: lowest compared OMol25 entry of this formula, charge and spin), kJ/mol: 61.1
HOMO energy, eV: -8.449
SMILES: CCCC[C@H](CC)C(=O)Nc1ccccc1C(=O)NC(C)C
E_tot, eV: -26197.5324

No. 2
ORCA calculation (the ωB97M-V functional and the def2-TZVPD basis) on a structure of composition C13H23MnN2O3P.

The geometry in ORCA input format:
```
! wB97M-V def2-TZVPD RIJCOSX def2/J DEFGRID3
* xyz 0 6
H -0.19 -2.19 -0.71
H -0.13 2.17 -1.09
N -1.48 1.33 0.31
C -0.39 2.26 -0.02
C 2.70 0.16 2.95
C 0.34 0.15 2.36
N -3.59 -3.04 -1.61
H 0.81 -2.58 -3.03
H 1.47 1.51 -2.75
H -2.88 2.78 -0.40
H -1.70 -0.45 2.76
H -1.12 0.95 3.68
O -2.92 -4.01 -1.98
H 2.24 1.49 -1.14
C 2.04 0.89 -2.04
H -1.67 2.47 2.06
H 0.49 2.03 0.58
H 3.01 0.64 -2.50
C 2.28 -1.46 -0.49
C 2.01 -0.84 0.87
H 1.98 -2.52 -0.53
C -1.85 1.43 1.75
P 1.09 -0.65 -1.66
C 1.37 0.48 3.25
H -2.92 1.23 1.83
Mn -0.69 -0.78 -0.17
H -2.49 1.48 -1.57
O -4.55 -3.01 -0.90
C 3.02 -0.51 1.77
H -3.54 1.13 -0.17
C 0.70 -0.51 1.20
O -2.30 -1.36 -0.80
H 1.11 0.99 4.18
C 1.15 -1.55 -3.23
H 3.31 -1.32 -0.83
C -1.10 0.47 2.69
H 0.45 -1.07 -3.92
H 3.49 0.43 3.63
H -2.34 -1.32 -1.80
C -2.67 1.70 -0.51
H 2.15 -1.55 -3.66
H 4.04 -0.77 1.49
H -0.71 3.30 0.18
*
```

HOMO energy (spin up / spin down), eV: -6.895 / -8.384
E_tot, eV: -63580.3391

No. 3
ORCA calculation (the ωB97M-V functional and the def2-TZVPD basis) on the molecule C3H6N4.

The geometry in ORCA input format:
```
! wB97M-V def2-TZVPD RIJCOSX def2/J DEFGRID3
* xyz 0 1
H -1.37 0.32 3.26
C -0.13 -0.72 1.48
H 1.14 -0.45 -2.95
N -1.00 0.93 0.23
N 0.41 -0.63 -0.97
H 1.59 0.99 -1.70
C 0.67 0.28 -2.11
H 0.14 -1.65 2.04
H -0.24 0.87 -2.44
N -0.86 0.20 2.23
H 1.25 -1.07 -0.73
N -1.40 1.04 1.44
C -0.19 -0.12 0.22
*
```

Relative energy (zero: lowest compared OMol25 entry of this formula, charge and spin), kJ/mol: 289.5
HOMO energy, eV: -8.253
SMILES: CNc1c[nH]nn1
E_tot, eV: -9165.8560